Below is 3 unconnected molecules or ions with the total composition C3H13NO3, with properties calculated with ωB97M-V with the def2-TZVPD basis set.

Geometry (Å):
C -0.95648 2.13988 -1.37970
C 0.13541 1.02989 -1.30990
N 1.27988 1.16369 -0.31319
C 2.11968 -0.02883 -0.33821
O 1.70137 -1.01227 0.54588
H -1.78987 1.54624 -1.70457
H -0.66902 2.96517 -2.07743
H -1.18621 2.37222 -0.34015
H -0.29051 0.11530 -0.94580
H 0.45610 0.84089 -2.30350
H 0.99334 1.06884 0.70370
H 3.07976 0.43625 -0.07389
H 2.16302 -0.51838 -1.27091
H 1.71731 -0.44798 1.36755
O -1.60033 -1.75771 6.15465
H -1.82640 -1.90597 5.20949
H -2.16915 -1.16436 6.56068
O -1.00340 -1.92801 -2.61923
H -1.85871 -2.45129 -2.86272
H -0.29579 -2.46356 -3.00272

E_tot, eV: -10952.5240
Molecular weight, g mol⁻¹: 111.141
Relative energy (zero: lowest compared OMol25 entry of this formula, charge and spin), kcal/mol: 51.8
Kohn-Sham gap, hartree: 0.346
Total charge: 0

Here are the Löwdin charges for atoms 1 to 6, given in e:
1. C -0.0788
2. C -0.2649
3. N -0.0659
4. C -0.3691
5. O -0.0494
6. H 0.0529